# 1
19
Properties=species:S:1:pos:R:3:lowdin_charge:R:1 method="wB97M-V/def2-TZVPD" gap_ev=10.754 smiles=C[C@H]1CO[C@@H](C)C1 relative_energy_ev=0.349 homo_ev=-9.6 e_tot_ev=-8464.0054 e_lumo_ev=1.157 charge=0
O -0.22 0.13 -1.52 -0.111
C -0.86 -0.78 -0.63 -0.415
C 1.36 1.41 1.41 -0.081
C 0.00 1.34 -0.80 -0.159
C -0.79 -2.19 -1.20 -0.040
C -0.09 -0.56 0.66 -0.121
C 0.07 0.97 0.71 -0.335
H -0.82 2.04 -1.02 0.118
H -0.78 1.42 1.24 0.136
H 0.93 1.79 -1.19 0.124
H -1.20 -2.91 -0.49 0.083
H 2.25 1.00 0.92 0.082
H 0.90 -1.01 0.53 0.125
H 1.48 2.50 1.44 0.076
H -1.92 -0.49 -0.49 0.151
H -1.36 -2.27 -2.13 0.080
H -0.57 -0.99 1.54 0.125
H 1.37 1.06 2.44 0.076
H 0.25 -2.45 -1.41 0.085

***

# 2
19
Properties=species:S:1:pos:R:3:lowdin_charge:R:1 method="wB97M-V/def2-TZVPD" gap_ev=8.879 relative_energy_ev=3.114 homo_ev=-8.5 e_tot_ev=-8461.2404 e_lumo_ev=0.397 charge=0
O 1.54 0.82 -1.33 -0.070
C 1.31 1.83 -0.35 -0.269
C -0.72 -2.05 -0.78 -0.110
C 0.52 0.14 1.24 -0.118
C -0.89 -0.05 0.74 -0.221
C 1.21 1.31 1.06 -0.074
C -1.32 -0.64 -0.60 -0.253
H 1.43 1.93 1.92 0.109
H 0.99 -0.53 1.95 0.099
H -1.45 -0.56 1.53 0.116
H -1.10 0.00 -1.45 0.100
H -2.40 -0.81 -0.63 0.101
H 1.37 0.03 -0.79 0.047
H 0.29 -2.05 -1.19 0.066
H 0.40 2.39 -0.63 0.118
H 2.12 2.56 -0.37 0.111
H -0.52 -2.54 0.18 0.071
H -1.39 -2.69 -1.34 0.065
H -1.40 0.92 0.81 0.112

***

# 3
19
Properties=species:S:1:pos:R:3:lowdin_charge:R:1 method="wB97M-V/def2-TZVPD" gap_ev=11.114 smiles=CC(C)[C@H]1O[C@H]1C relative_energy_ev=1.879 homo_ev=-10.1 e_tot_ev=-8462.4748 e_lumo_ev=1.063 charge=0
O -0.71 2.02 0.37 -0.003
C 2.32 0.11 -0.02 -0.065
C 0.81 -0.22 -0.11 -0.340
C 0.26 -1.53 0.58 -0.052
C -1.92 0.54 -1.13 -0.037
C -0.09 0.72 0.66 -0.273
C -1.49 0.85 0.27 -0.352
H -2.88 1.03 -1.34 0.080
H 0.20 0.68 1.71 0.147
H -0.24 -1.37 1.57 0.085
H 0.56 -0.31 -1.18 0.125
H 2.66 0.16 1.03 0.077
H -1.19 0.94 -1.84 0.088
H 2.94 -0.63 -0.55 0.074
H -0.54 -1.95 -0.05 0.073
H 2.53 1.09 -0.47 0.082
H -2.23 0.67 1.05 0.142
H -2.04 -0.54 -1.28 0.078
H 1.04 -2.26 0.74 0.071